Formula: C17H25N5O3S
Source: OMol25
Level of theory: ωB97M-V/def2-TZVPD

Atoms and positions in Å:
C: 4.213 -0.169 2.379
C: 2.876 0.530 2.160
N: 2.118 -0.115 1.118
C: 0.982 -0.833 1.236
S: 0.148 -1.063 2.756
C: -0.643 0.592 2.875
C: -1.101 1.042 1.496
O: -0.447 1.889 0.909
N: -2.199 0.472 0.978
C: -2.990 -0.579 1.576
C: -4.432 -0.105 1.758
C: -5.012 0.308 0.409
C: -4.122 1.370 -0.231
C: -2.661 0.916 -0.333
C: -2.434 -0.164 -1.390
N: 0.558 -1.341 0.092
C: 1.461 -0.923 -0.819
C: 2.444 -0.151 -0.215
C: 3.509 0.448 -0.965
O: 4.419 1.134 -0.543
N: 3.410 0.141 -2.324
C: 4.446 0.719 -3.166
C: 2.460 -0.654 -2.950
O: 2.488 -0.879 -4.140
N: 1.474 -1.192 -2.150
C: 0.489 -2.062 -2.756
H: 4.061 -1.225 2.590
H: 4.838 -0.063 1.496
H: 4.725 0.288 3.221
H: 2.283 0.496 3.076
H: 3.042 1.570 1.867
H: -1.447 0.504 3.602
H: 0.096 1.310 3.232
H: -2.568 -0.888 2.530
H: -2.968 -1.449 0.913
H: -5.024 -0.906 2.201
H: -4.448 0.749 2.439
H: -6.020 0.705 0.538
H: -5.083 -0.567 -0.240
H: -4.485 1.617 -1.230
H: -4.161 2.277 0.375
H: -2.037 1.778 -0.588
H: -2.505 0.275 -2.381
H: -3.162 -0.967 -1.318
H: -1.440 -0.584 -1.258
H: 5.422 0.355 -2.844
H: 4.252 0.426 -4.194
H: 4.429 1.804 -3.066
H: -0.236 -1.479 -3.326
H: -0.011 -2.608 -1.960
H: 0.993 -2.747 -3.437

Calculated values
Energy above the lowest of the compared OMol25 structures with the same formula, charge and spin, kJ/mol: 0.0
SMILES: CCn1c(SCC(=O)N2CCCC[C@@H]2C)nc2c1c(=O)n(C)c(=O)n2C
E_HOMO, Ha: -0.306
2S+1: 1
Frontier orbital gap, Ha: 0.320